The following is a DFT calculation (ωB97M-V with the def2-TZVPD basis set) of a molecular structure, C5H12O2SSi.

Last column: Mulliken charge in e.
Cartesian coordinates (Å):
C1 -0.62659 0.38315 1.35869  -0.663
C2 -1.96699 0.37672 0.65783  -0.726
C3 -0.35813 -0.17320 -1.52173  -0.740
C4 1.73303 -1.44536 0.37613  -1.038
C5 1.75996 1.69662 -0.22955  -1.083
O1 -1.45816 -2.10449 -0.12942  -0.602
O2 -2.97544 -0.77630 -1.53989  -0.707
Si1 0.71982 0.11975 0.01443  0.205
S1 -1.81231 -0.82786 -0.69406  1.008
H1 -0.50078 1.29652 1.93993  0.467
H2 -0.59600 -0.45105 2.05877  0.330
H3 -2.79742 0.07100 1.28826  0.413
H4 -2.20149 1.32302 0.17754  0.338
H5 -0.66841 0.70319 -2.07580  0.402
H6 -0.00179 -0.93303 -2.20339  0.430
H7 2.48864 -1.62117 -0.38398  0.333
H8 2.24093 -1.38361 1.33404  0.333
H9 1.06937 -2.30643 0.39881  0.326
H10 2.42811 1.59463 -1.07738  0.323
H11 1.15040 2.57973 -0.39430  0.331
H12 2.37328 1.87817 0.64507  0.322

Computed properties:
Energy relative to the best compared isomer or geometry (same formula, charge and spin) = 183.5 kJ/mol
Kohn-Sham gap = 10.84 eV
Total charge = 0


The following is a DFT calculation (ωB97M-V with the def2-TZVPD basis set) of a molecular structure, C8H17BrO4Si2.

Last column: Mulliken charge in e.
Cartesian coordinates (Å):
C1 -3.38274 1.62782 -4.26474  -0.270
C2 -2.10095 1.40407 -3.67647  -0.378
Si1 -0.48067 1.34532 -2.56684  0.797
Br1 1.33563 2.28312 -3.59634  -0.334
O1 -0.05664 -0.34881 -2.16203  -0.273
Si2 0.80496 -0.15563 -0.60419  0.287
C3 -0.50975 0.07140 0.78706  -0.488
C4 0.08146 0.72778 2.16973  -0.574
C5 -0.09395 2.38045 2.25485  -0.316
O2 1.19145 3.00603 1.88373  -0.357
C6 1.09258 3.77565 0.63404  -0.388
H1 -4.47429 2.06035 -4.47957  0.304
H2 -0.80683 1.96546 -1.25753  -0.175
H3 1.68198 1.03759 -0.63268  -0.169
H4 1.64617 -1.29540 -0.26677  -0.127
H5 -1.43082 0.70417 0.41653  0.346
H6 -0.93401 -1.01376 1.04429  0.322
H7 -0.51213 0.23500 3.07590  0.300
H8 1.22912 0.47492 2.37132  0.220
H9 -1.01573 2.75178 1.63341  0.289
H10 -0.32030 2.66193 3.39229  0.247
H11 2.04860 3.52149 -0.03358  0.193
H12 1.04717 4.95140 0.80435  0.255
H13 0.16355 3.50323 -0.03878  0.078
O3 -0.07051 -3.14379 1.02202  -0.816
C7 0.00220 -4.12464 0.11240  -0.205
C8 0.94894 -5.29279 0.66490  -0.356
O4 1.05856 -6.25286 -0.26400  -0.946
H14 0.40292 -3.85942 -0.88186  0.003
H15 -0.94411 -4.62101 -0.16569  0.279
H16 0.51672 -5.58461 1.63841  0.108
H17 1.88140 -4.79623 0.98587  0.143

Computed properties:
Energy relative to the best compared isomer or geometry (same formula, charge and spin) = 351.5 kJ/mol
Kohn-Sham gap = 1.73 eV
Total charge = -2


The following is a DFT calculation (ωB97M-V with the def2-TZVPD basis set) of a molecular structure, CH20MnO9.

Last column: Mulliken charge in e.
Cartesian coordinates (Å):
O1 1.09284 -3.82117 -1.15542  -0.328
H1 0.86741 -3.02203 -0.67361  0.427
H2 1.69807 -4.36074 -0.64145  0.421
H3 1.51045 -3.49679 -1.95666  0.463
Mn1 1.51132 -2.33494 2.19676  1.347
C1 0.85515 -0.65435 -0.76937  -0.369
O2 0.92348 -1.60999 0.22652  -0.684
H4 0.46254 -1.10663 -1.68009  0.345
H5 0.12437 0.09580 -0.46716  -0.151
H6 1.83321 -0.19513 -0.91295  0.264
O3 2.85756 2.21806 0.00139  -0.576
H7 3.21034 3.10595 0.05992  0.336
H8 2.74276 2.06679 -0.93678  0.441
O4 -2.77584 -0.85524 1.88116  -0.684
H9 -2.29683 -0.34788 1.22589  0.294
H10 -2.83439 -0.27371 2.63920  0.355
O5 -3.22059 -0.09653 -1.44138  -0.268
H11 -3.27563 0.53599 -0.72506  0.448
H12 -2.42900 -0.60151 -1.25535  0.355
O6 2.28464 2.12209 -2.57048  -0.640
H13 2.82833 2.61285 -3.18675  0.308
H14 1.84067 1.46805 -3.11025  0.307
O7 -0.21835 2.91432 0.81509  -0.536
H15 0.45025 2.39812 0.36481  0.334
H16 0.04624 2.89971 1.73487  0.358
O8 -0.45411 -1.95400 2.94647  -0.518
H17 -1.13763 -1.78834 2.29717  0.446
H18 -0.92770 -2.25449 3.72214  0.325
O9 -2.62908 1.73634 0.47314  -0.538
H19 -2.98996 2.46865 0.97286  0.324
H20 -1.95049 2.13088 -0.07466  0.391

Computed properties:
⟨S²⟩ = 12.01
Spin multiplicity = 7
Kohn-Sham gap (alpha / beta) = 7.42 / 2.89 eV
Total charge = +3


- Which value of total charge does entry 3 give?
  +3


- What is the formula in the second record?
  C8H17BrO4Si2


What did the second record say?
The following is a DFT calculation (ωB97M-V with the def2-TZVPD basis set) of a molecular structure, C8H17BrO4Si2.

Last column: Mulliken charge in e.
Cartesian coordinates (Å):
C1 -3.38274 1.62782 -4.26474  -0.270
C2 -2.10095 1.40407 -3.67647  -0.378
Si1 -0.48067 1.34532 -2.56684  0.797
Br1 1.33563 2.28312 -3.59634  -0.334
O1 -0.05664 -0.34881 -2.16203  -0.273
Si2 0.80496 -0.15563 -0.60419  0.287
C3 -0.50975 0.07140 0.78706  -0.488
C4 0.08146 0.72778 2.16973  -0.574
C5 -0.09395 2.38045 2.25485  -0.316
O2 1.19145 3.00603 1.88373  -0.357
C6 1.09258 3.77565 0.63404  -0.388
H1 -4.47429 2.06035 -4.47957  0.304
H2 -0.80683 1.96546 -1.25753  -0.175
H3 1.68198 1.03759 -0.63268  -0.169
H4 1.64617 -1.29540 -0.26677  -0.127
H5 -1.43082 0.70417 0.41653  0.346
H6 -0.93401 -1.01376 1.04429  0.322
H7 -0.51213 0.23500 3.07590  0.300
H8 1.22912 0.47492 2.37132  0.220
H9 -1.01573 2.75178 1.63341  0.289
H10 -0.32030 2.66193 3.39229  0.247
H11 2.04860 3.52149 -0.03358  0.193
H12 1.04717 4.95140 0.80435  0.255
H13 0.16355 3.50323 -0.03878  0.078
O3 -0.07051 -3.14379 1.02202  -0.816
C7 0.00220 -4.12464 0.11240  -0.205
C8 0.94894 -5.29279 0.66490  -0.356
O4 1.05856 -6.25286 -0.26400  -0.946
H14 0.40292 -3.85942 -0.88186  0.003
H15 -0.94411 -4.62101 -0.16569  0.279
H16 0.51672 -5.58461 1.63841  0.108
H17 1.88140 -4.79623 0.98587  0.143

Computed properties:
Energy relative to the best compared isomer or geometry (same formula, charge and spin) = 351.5 kJ/mol
Kohn-Sham gap = 1.73 eV
Total charge = -2